Formula: C4HIN2
Source: the Open Molecules 2025 dataset
Level of theory: ωB97M-V/def2-TZVPD

Orbital gap (alpha / beta): 8.37 / 5.75 eV
Charge: 0
Lowest unoccupied orbital energy (alpha / beta): -0.0197 / -0.0991 Ha
Energy: -15235.7800 eV
Energy relative to the best compared isomer or geometry (same formula, charge and spin): 162.4 kcal per mole

Positions of all 8 atoms, in Å:
C 0.546 -0.764 -0.018
C 1.848 -0.374 0.002
C -0.512 -1.369 -0.049
C 2.976 0.067 0.018
N -2.965 0.680 -0.024
N -3.136 -0.455 0.031
I 4.869 0.753 0.007
H -3.625 1.462 0.033


Formula: C4HN2S2
Source: the Open Molecules 2025 dataset
Level of theory: ωB97M-V/def2-TZVPD

Orbital gap: 7.02 eV
Charge: +1
Lowest unoccupied orbital energy: -0.2960 Ha
Energy: -28801.6534 eV
Energy relative to the best compared isomer or geometry (same formula, charge and spin): 40.2 kcal per mole

Positions of all 9 atoms, in Å:
C 2.278 -0.489 0.761
C -1.769 0.444 -0.560
C 0.188 -0.605 -0.271
C 0.340 0.512 0.480
N -1.033 -0.674 -0.772
N 2.098 0.583 1.244
S -1.001 1.588 0.379
S 1.595 -1.748 -0.165
H -2.696 0.389 -1.097


Formula: C4HN3O
Source: the Open Molecules 2025 dataset
Level of theory: ωB97M-V/def2-TZVPD

Orbital gap (alpha / beta): 8.33 / 6.97 eV
Charge: 0
Lowest unoccupied orbital energy (alpha / beta): -0.1281 / -0.1388 Ha
Energy: -10675.5986 eV
Energy relative to the best compared isomer or geometry (same formula, charge and spin): 100.5 kcal per mole

Positions of all 9 atoms, in Å:
C -0.429 1.585 -1.669
C -1.698 0.128 -0.210
C -0.317 2.449 1.047
C -0.441 0.596 -0.702
N -0.315 2.566 -2.291
N -2.732 -0.282 0.061
N -0.662 3.385 1.535
O 0.630 -0.226 -0.582
H 0.407 -1.196 -0.561


Formula: C4HNO
Source: the Open Molecules 2025 dataset
Level of theory: ωB97M-V/def2-TZVPD

Orbital gap: 9.86 eV
Charge: 0
Lowest unoccupied orbital energy: -0.0511 Ha
Energy: -7697.4444 eV
SMILES: N#CC#CC=O
Energy relative to the best compared isomer or geometry (same formula, charge and spin): 25.9 kcal per mole

Positions of all 7 atoms, in Å:
O -1.756 -1.009 0.816
C -1.513 -0.134 0.021
C -0.194 0.304 -0.322
C 0.918 0.706 -0.630
C 2.016 0.139 0.008
N 2.778 -0.450 0.650
H -2.249 0.445 -0.544


Formula: C4HNO
Source: the Open Molecules 2025 dataset
Level of theory: ωB97M-V/def2-TZVPD

Orbital gap: 7.65 eV
Charge: 0
Lowest unoccupied orbital energy: -0.0622 Ha
Energy: -7696.4019 eV
SMILES: C#CN=C=C=O
Energy relative to the best compared isomer or geometry (same formula, charge and spin): 50.0 kcal per mole

Positions of all 7 atoms, in Å:
O -1.617 -2.361 0.600
C -1.297 -1.276 0.331
C 0.571 0.938 -0.235
C 1.774 0.852 -0.239
C -1.498 0.043 0.017
N -0.771 1.050 -0.236
H 2.837 0.755 -0.239


Formula: C4HNO
Source: the Open Molecules 2025 dataset
Level of theory: ωB97M-V/def2-TZVPD

Orbital gap: 9.26 eV
Charge: 0
Lowest unoccupied orbital energy: -0.0630 Ha
Energy: -7697.4987 eV
SMILES: N#CC#CC=O
Energy relative to the best compared isomer or geometry (same formula, charge and spin): 24.7 kcal per mole

Positions of all 7 atoms, in Å:
C 1.006 0.367 -1.259
C 0.363 0.149 -0.121
C -0.548 -0.320 0.638
C -1.348 -0.716 1.703
H 0.957 -0.177 -2.230
N -1.982 -0.748 2.693
O 1.552 1.445 -1.424


Formula: C4HNO2
Source: the Open Molecules 2025 dataset
Level of theory: ωB97M-V/def2-TZVPD

Orbital gap: 7.93 eV
Charge: 0
Lowest unoccupied orbital energy: -0.0904 Ha
Energy: -9740.8772 eV
Energy relative to the best compared isomer or geometry (same formula, charge and spin): 134.1 kcal per mole

Positions of all 8 atoms, in Å:
C 0.256 -0.036 0.581
C -0.333 0.528 1.620
C 1.412 -0.919 -2.347
C 0.425 -0.578 -1.662
N -0.369 0.042 -0.700
O -0.925 1.049 2.452
O -1.503 0.577 -0.680
H 1.036 -0.664 0.735


Formula: C4HO4
Source: the Open Molecules 2025 dataset
Level of theory: ωB97M-V/def2-TZVPD

Orbital gap: 7.93 eV
Charge: -1
Lowest unoccupied orbital energy: 0.1432 Ha
Energy: -12350.5879 eV
Energy relative to the best compared isomer or geometry (same formula, charge and spin): 95.6 kcal per mole

Positions of all 9 atoms, in Å:
C -0.452 -0.523 -0.789
C 0.150 1.942 1.174
C 0.621 -0.635 -1.489
C -0.513 -0.519 0.729
O 0.755 1.813 0.201
O 1.352 -0.143 -2.289
O -0.884 0.520 1.388
O -1.402 -1.228 -0.062
H 0.374 -1.227 1.139


Formula: C50H110B5F20N6O3
Source: the Open Molecules 2025 dataset
Level of theory: ωB97M-V/def2-TZVPD

Orbital gap: 8.53 eV
Charge: +1
Lowest unoccupied orbital energy: -0.1437 Ha
Energy: -126469.8522 eV

Positions of all 194 atoms, in Å:
C 4.758 -20.979 -2.382
C 5.184 -22.345 -1.785
C 6.682 -22.559 -1.768
C 7.360 -21.621 -0.690
C 6.883 -21.967 0.663
C 5.403 -21.724 0.871
N 4.695 -22.391 -0.277
O 3.707 -23.030 -0.034
C 5.146 -20.191 0.714
C 4.998 -22.397 2.206
C 4.462 -23.497 -2.532
H 5.650 -20.333 -2.548
H 3.986 -20.420 -1.729
H 4.308 -21.125 -3.370
H 6.943 -22.351 -2.811
H 6.924 -23.615 -1.527
H 7.134 -20.546 -0.833
H 8.444 -21.608 -0.761
H 7.370 -21.358 1.459
H 7.005 -23.058 0.754
H 5.546 -19.796 1.639
H 4.084 -19.831 0.716
H 5.647 -19.652 -0.135
H 5.801 -22.075 2.889
H 5.092 -23.486 2.083
H 3.990 -22.052 2.493
H 3.398 -23.409 -2.495
H 4.786 -24.433 -2.194
H 4.692 -23.410 -3.595
C -1.625 -24.633 3.599
C -0.852 -25.935 3.300
C -1.115 -26.377 1.849
C -0.471 -25.513 0.760
C 1.049 -25.404 0.997
C 1.495 -24.878 2.394
N 0.676 -25.609 3.444
O 1.213 -25.689 4.610
C 1.099 -23.328 2.500
C 3.029 -25.181 2.580
C -1.090 -27.006 4.306
H -1.364 -24.295 4.594
H -2.708 -24.885 3.535
H -1.511 -23.858 2.862
H -2.233 -26.403 1.783
H -0.786 -27.426 1.726
H -0.915 -24.559 0.553
H -0.726 -26.008 -0.201
H 1.533 -24.733 0.314
H 1.541 -26.347 0.885
H 1.270 -23.121 3.558
H 0.086 -23.168 2.197
H 1.818 -22.916 1.783
H 3.084 -26.260 2.560
H 3.368 -24.839 3.568
H 3.589 -24.651 1.810
H -0.639 -27.980 4.054
H -2.216 -27.045 4.378
H -0.793 -26.641 5.278
C 1.269 -33.092 1.236
C 2.474 -32.320 0.654
C 1.878 -30.986 0.161
N 2.919 -30.016 -0.318
C 3.593 -30.518 -1.624
C 4.325 -29.348 -2.359
C 3.445 -28.116 -2.609
C 2.907 -27.599 -1.301
C 2.129 -28.694 -0.620
C 3.980 -29.713 0.722
H 1.493 -34.094 1.582
H 0.444 -33.151 0.562
H 0.911 -32.585 2.129
H 2.849 -32.893 -0.165
H 3.228 -32.142 1.427
H 1.320 -30.518 0.990
H 1.155 -31.167 -0.627
H 2.689 -30.846 -2.155
H 4.160 -31.408 -1.411
H 4.894 -29.699 -3.216
H 5.071 -28.995 -1.643
H 2.554 -28.384 -3.198
H 4.057 -27.331 -3.090
H 2.195 -26.778 -1.511
H 3.645 -27.271 -0.613
H 1.409 -29.069 -1.383
H 1.673 -28.371 0.336
H 4.597 -30.585 0.897
H 3.557 -29.401 1.671
H 4.574 -28.839 0.398
C 0.828 -24.666 -2.963
C 0.193 -23.860 -4.067
C -1.005 -23.213 -3.521
N -1.700 -22.210 -4.564
C -1.894 -22.789 -5.931
C -2.811 -23.988 -5.859
C -4.208 -23.630 -5.478
C -4.242 -22.914 -4.118
C -3.145 -21.853 -4.115
C -0.972 -20.916 -4.775
H 0.125 -25.462 -2.694
H 1.062 -23.988 -2.180
H 1.778 -25.100 -3.319
H -0.048 -24.484 -4.902
H 0.951 -23.107 -4.351
H -0.947 -22.648 -2.575
H -1.790 -23.907 -3.281
H -0.951 -23.068 -6.377
H -2.322 -21.947 -6.506
H -2.385 -24.766 -5.231
H -2.741 -24.468 -6.871
H -4.861 -24.495 -5.491
H -4.547 -22.938 -6.255
H -4.170 -23.560 -3.253
H -5.146 -22.356 -4.105
H -2.961 -21.535 -3.108
H -3.358 -21.042 -4.816
H -1.658 -20.264 -5.366
H -0.070 -21.082 -5.413
H -0.788 -20.586 -3.783
C 5.962 -26.858 4.992
C 5.358 -27.401 6.266
C 4.202 -26.400 6.602
N 3.346 -26.770 7.813
C 2.596 -25.457 8.125
C 1.314 -25.466 8.919
C 0.382 -26.521 8.337
C 1.072 -27.821 8.463
C 2.304 -27.868 7.508
C 4.152 -27.102 9.040
H 6.360 -25.845 5.168
H 5.182 -26.681 4.246
H 6.773 -27.505 4.632
H 6.092 -27.356 7.077
H 4.924 -28.396 6.193
H 3.563 -26.500 5.755
H 4.500 -25.373 6.661
H 2.371 -25.135 7.099
H 3.380 -24.844 8.637
H 0.942 -24.453 8.721
H 1.578 -25.568 9.978
H 0.286 -26.225 7.260
H -0.583 -26.656 8.809
H 0.480 -28.684 8.154
H 1.279 -27.993 9.523
H 1.933 -27.555 6.545
H 2.748 -28.868 7.461
H 3.611 -27.143 9.996
H 4.935 -26.338 9.165
H 4.688 -28.019 8.780
C -4.609 -20.273 0.582
N -3.522 -20.133 1.616
C -2.221 -20.232 0.776
C -3.618 -18.758 2.302
C -3.754 -21.215 2.716
C -3.052 -20.979 4.038
O -1.668 -20.787 3.833
H -4.525 -19.534 -0.236
H -5.534 -20.061 1.117
H -4.595 -21.291 0.209
H -2.216 -21.250 0.369
H -1.358 -19.990 1.400
H -2.334 -19.516 -0.036
H -4.604 -18.734 2.713
H -3.491 -18.034 1.483
H -2.769 -18.738 2.942
H -3.577 -22.138 2.134
H -4.820 -21.125 2.998
H -3.371 -21.858 4.629
H -3.488 -20.078 4.517
H -1.109 -21.206 4.547
B -3.896 -23.951 -0.471
F -5.213 -24.434 -0.377
F -3.247 -23.996 0.800
F -3.120 -24.781 -1.359
F -3.947 -22.562 -1.071
B 2.074 -29.153 3.653
F 3.468 -28.852 3.844
F 1.610 -28.310 2.573
F 1.914 -30.517 3.177
F 1.380 -28.859 4.811
B 0.487 -22.621 6.704
F 0.587 -23.802 5.814
F 1.713 -22.494 7.438
F 0.118 -21.407 6.017
F -0.657 -23.013 7.503
B 6.449 -26.109 0.058
F 6.132 -27.449 0.472
F 7.228 -26.040 -1.131
F 5.215 -25.447 -0.367
F 6.989 -25.273 1.083
B 0.919 -21.282 -0.805
F 2.024 -20.860 0.030
F 1.515 -22.039 -1.977
F 0.195 -22.123 0.000
F 0.140 -20.176 -1.215


Formula: C50H110N6O7
Source: the Open Molecules 2025 dataset
Level of theory: ωB97M-V/def2-TZVPD

Orbital gap: 8.52 eV
Charge: 0
Lowest unoccupied orbital energy: 0.0230 Ha
Energy: -76901.3842 eV
SMILES: CC1(C)CCCC(C)(C)N1O.CC1(C)CCCC(C)(C)N1O.CC1(C)CCCC(C)(C)N1O.CC1(C)CCCC(C)(C)N1O.CC1(C)CCCC(C)(C)N1O.COC[C@H](C)N.CO
Energy relative to the best compared isomer or geometry (same formula, charge and spin): 0.0 kcal per mole

Positions of all 173 atoms, in Å:
C 40.889 15.492 -11.461
C 40.221 15.289 -12.824
C 40.682 16.464 -13.715
C 40.406 16.219 -15.196
C 41.093 14.920 -15.611
C 40.670 13.665 -14.786
N 40.791 14.046 -13.380
O 40.511 12.925 -12.566
C 39.268 13.217 -15.239
C 41.706 12.578 -15.077
C 38.708 15.300 -12.733
H 41.973 15.480 -11.583
H 40.600 14.724 -10.739
H 40.614 16.460 -11.039
H 40.271 17.440 -13.441
H 41.758 16.621 -13.588
H 40.817 17.055 -15.762
H 39.351 16.075 -15.437
H 42.178 15.009 -15.540
H 40.778 14.697 -16.634
H 38.550 14.032 -15.335
H 39.188 12.692 -16.198
H 38.848 12.464 -14.563
H 41.830 12.485 -16.159
H 42.658 12.827 -14.613
H 41.338 11.601 -14.762
H 38.318 15.345 -13.748
H 38.305 16.163 -12.198
H 38.352 14.426 -12.183
H 41.337 12.783 -12.047
C 35.610 9.082 -3.110
C 35.403 9.027 -4.615
C 35.846 10.411 -5.160
C 36.169 10.373 -6.656
C 37.087 9.195 -6.959
C 36.587 7.813 -6.526
N 36.210 7.902 -5.108
O 35.774 6.643 -4.619
C 35.466 7.414 -7.477
C 37.758 6.859 -6.757
C 33.901 8.837 -4.847
H 36.669 9.275 -2.890
H 35.523 8.118 -2.601
H 35.050 9.859 -2.592
H 35.046 11.123 -4.949
H 36.700 10.694 -4.541
H 36.645 11.288 -7.001
H 35.189 10.216 -7.118
H 38.008 9.402 -6.399
H 37.333 9.249 -8.021
H 34.595 8.064 -7.439
H 35.839 7.353 -8.501
H 35.138 6.397 -7.235
H 38.190 6.932 -7.757
H 38.603 7.204 -6.145
H 37.625 5.809 -6.495
H 33.624 7.812 -4.584
H 33.596 8.886 -5.897
H 33.298 9.571 -4.315
H 36.561 6.342 -4.153
C 40.419 12.967 -2.484
C 39.144 12.289 -3.000
C 38.167 12.066 -1.830
C 37.300 13.296 -1.547
C 36.543 13.722 -2.789
C 37.460 14.009 -3.951
N 38.487 12.972 -4.118
O 39.285 13.126 -5.252
C 36.661 14.064 -5.276
C 38.182 15.338 -3.775
C 39.577 10.902 -3.530
H 40.956 13.436 -3.311
H 41.126 12.220 -2.117
H 40.197 13.656 -1.668
H 37.601 11.139 -1.954
H 38.741 11.790 -0.939
H 37.870 14.126 -1.123
H 36.602 13.045 -0.743
H 35.986 14.626 -2.528
H 35.790 12.962 -3.020
H 37.355 14.337 -6.068
H 36.304 13.055 -5.485
H 35.848 14.783 -5.208
H 37.530 16.216 -3.732
H 38.787 15.418 -2.864
H 38.934 15.465 -4.557
H 38.838 10.354 -4.120
H 39.800 10.215 -2.707
H 40.478 11.012 -4.135
H 38.898 12.537 -5.916
C 39.793 17.570 -7.982
C 40.818 17.413 -6.852
C 41.101 15.923 -6.553
C 42.050 15.232 -7.518
C 43.361 15.959 -7.733
C 43.158 17.464 -7.985
N 42.139 18.042 -7.104
O 42.022 19.439 -7.291
C 44.507 18.123 -7.684
C 42.797 17.742 -9.473
C 40.287 18.057 -5.599
H 39.620 18.623 -8.188
H 38.881 17.081 -7.623
H 40.029 16.979 -8.869
H 41.485 15.772 -5.543
H 40.146 15.428 -6.752
H 41.568 15.314 -8.505
H 42.149 14.169 -7.298
H 43.737 15.532 -8.668
H 44.093 15.834 -6.935
H 44.441 19.196 -7.877
H 44.844 18.023 -6.650
H 45.287 17.696 -8.316
H 43.697 17.706 -10.097
H 42.244 16.894 -9.888
H 42.298 18.691 -9.640
H 41.009 17.980 -4.782
H 39.327 17.641 -5.286
H 40.100 19.130 -5.694
H 42.411 19.796 -6.485
C 37.700 8.902 -11.247
C 37.789 9.658 -12.589
C 36.954 8.906 -13.643
C 35.453 9.183 -13.581
C 35.175 10.671 -13.594
C 35.899 11.429 -12.463
N 37.304 11.042 -12.551
O 38.040 11.793 -11.589
C 35.732 12.923 -12.738
C 35.262 11.162 -11.089
C 39.233 9.695 -13.063
H 38.129 9.501 -10.443
H 38.303 7.996 -11.309
H 36.664 8.640 -11.044
H 37.296 9.114 -14.660
H 37.038 7.818 -13.563
H 34.972 8.774 -12.684
H 34.878 8.698 -14.374
H 34.099 10.827 -13.471
H 35.458 11.157 -14.530
H 36.218 13.438 -11.903
H 36.167 13.329 -13.651
H 34.679 13.201 -12.689
H 35.872 11.622 -10.310
H 34.240 11.537 -11.056
H 35.228 10.099 -10.849
H 39.377 10.003 -14.110
H 39.695 8.704 -13.135
H 39.963 10.353 -12.586
H 38.767 12.189 -12.091
C 38.039 13.078 -8.705
O 38.372 11.705 -8.763
H 38.358 13.570 -7.791
H 38.521 13.615 -9.540
H 36.977 13.239 -8.935
H 38.152 11.452 -9.671
C 45.960 12.381 -10.116
C 44.686 11.565 -10.189
C 43.652 12.364 -11.001
O 42.474 11.624 -11.288
C 41.602 11.524 -10.154
N 44.973 10.268 -10.789
H 46.410 12.472 -11.111
H 46.759 11.935 -9.521
H 45.792 13.384 -9.722
H 44.303 11.410 -9.176
H 44.072 12.707 -11.948
H 43.406 13.277 -10.442
H 42.056 10.873 -9.397
H 40.679 11.050 -10.472
H 41.491 12.472 -9.622
H 45.614 10.374 -11.569
H 44.113 9.906 -11.195


Question: The lowest charge belongs to which entry?
Answer: C4HO4


Question: The lowest charge belongs to which entry?
Answer: C4HO4